Entry from the OMol25 dataset: a structure of composition C27H24O23Pd4 in a non-equilibrium geometry (ωB97M-V with the def2-TZVPD basis set).

Values from the calculation:
E: -3283.38831 hartree
E_HOMO (spin up / spin down): -19.008 / -19.007 eV

ORCA input file:
```
! RIJCOSX wB97M-V def2-TZVPD def2/J DEFGRID3
* xyz 4 9
O -4.887 1.385 1.571
O 2.581 -0.814 1.104
H -3.373 -1.400 1.412
H 2.799 1.776 1.366
O -1.727 -4.220 3.731
H 6.383 3.143 -0.727
C 7.021 2.353 -0.343
C 1.047 2.362 0.181
H 7.134 3.698 1.364
H -0.871 3.646 2.570
O 0.218 -1.681 0.054
C -0.178 1.158 -6.336
H 0.612 2.651 4.076
C -0.103 1.858 -0.630
C -1.133 2.608 2.780
O -6.154 1.042 3.379
O -2.289 -2.338 -4.117
C -5.238 0.675 2.572
H -1.429 2.159 1.824
O 5.684 -0.308 1.357
C -1.784 -5.246 4.734
C 0.482 -0.487 0.052
C 0.657 0.014 -6.545
O -3.969 -1.341 -3.031
O -4.539 -0.365 2.830
H -3.319 0.443 -3.932
H -1.661 -7.254 3.742
Pd 0.304 -3.810 -0.256
H 0.692 1.696 -2.961
C -1.746 -1.122 -3.602
H -1.336 -5.030 5.701
C 0.685 1.284 -3.962
H -2.475 -0.159 2.247
H 0.535 -0.499 -7.493
C -2.991 -0.322 -3.230
O 1.322 3.562 0.286
C -0.824 -4.548 2.830
C 1.513 -0.581 -5.503
O -0.757 1.705 -7.250
H -3.172 1.337 0.487
H -0.305 -6.781 4.792
C 1.500 0.093 -4.103
C -1.996 1.835 4.768
H -1.124 -0.687 -4.380
O -4.328 -3.298 -4.095
O -2.750 1.601 5.632
Pd 0.954 5.584 -0.530
O -0.330 -5.758 3.004
O 6.514 1.695 1.827
O -0.742 1.276 4.663
H 8.377 2.538 1.450
H -1.227 0.073 -1.093
C 7.333 2.647 1.155
H -2.895 0.128 -2.239
C 6.182 0.722 0.978
C 1.898 1.440 0.863
O -0.822 2.824 -4.714
H 7.966 2.321 -0.876
H 0.534 1.148 3.088
O -2.269 2.545 3.634
O 2.049 -0.426 -3.154
O 6.434 1.057 -0.280
O 2.249 -1.500 -5.740
C -3.892 0.588 0.808
Pd 4.265 -2.028 1.437
C -1.036 -6.431 4.071
C -3.604 -2.436 -3.777
H -4.434 0.218 -0.060
H -2.827 -5.488 4.925
C 1.793 0.006 0.675
H -1.124 -1.391 -2.742
C -0.145 1.838 -4.981
C -3.466 -0.423 1.880
C -0.042 1.919 3.601
C -0.338 0.469 -0.623
Pd -0.745 4.225 -2.942
O -0.907 2.584 -1.254
O -0.416 -3.758 1.999
*
```



Entry from the OMol25 dataset: a cluster of 11 separate species, C34H88B6F24N5O5 in total in a non-equilibrium geometry (ωB97M-V with the def2-TZVPD basis set).

Values from the calculation:
E: -4545.23524 hartree
E_HOMO: -6.356 eV

ORCA input file:
```
! RIJCOSX wB97M-V def2-TZVPD def2/J DEFGRID3
* xyz -1 1
H 22.889 16.872 14.013
C 13.310 10.380 16.103
F 19.951 15.001 13.711
F 17.370 11.626 19.884
H 20.652 14.180 16.486
H 9.536 17.049 17.384
F 12.398 15.434 13.731
C 10.997 8.750 17.614
H 19.467 11.726 13.774
H 9.830 18.301 16.312
F 16.703 7.588 17.310
F 12.312 6.710 12.674
H 14.904 12.448 18.298
H 22.045 17.697 15.414
H 14.131 9.699 16.328
O 24.783 14.752 13.984
H 23.390 16.857 17.069
H 13.998 9.343 19.141
O 9.809 10.840 9.773
H 12.307 8.719 10.526
C 22.772 14.174 14.918
N 13.068 10.638 9.744
F 17.878 12.423 17.905
H 12.315 18.461 16.873
C 21.172 15.123 16.658
H 12.713 8.183 19.507
H 13.047 11.633 17.865
H 13.794 13.859 16.512
H 13.811 11.237 15.653
H 23.276 14.830 18.264
H 16.402 11.874 15.943
C 10.317 17.414 16.716
H 22.184 14.761 14.212
H 10.524 16.801 15.839
B 17.762 11.264 18.614
N 17.455 11.533 14.038
F 18.937 10.546 18.702
H 23.572 12.490 18.453
C 13.159 11.448 11.036
B 18.736 15.575 13.413
H 21.844 12.727 18.078
F 18.977 16.907 13.149
H 15.097 8.676 12.840
H 14.435 17.576 17.747
H 12.713 11.990 20.163
H 11.536 11.365 17.088
F 12.909 7.258 14.753
H 10.679 9.601 20.047
H 10.489 11.026 19.153
O 15.711 9.389 13.032
C 22.969 17.271 15.024
H 17.317 12.979 12.466
H 9.110 9.772 17.961
H 16.740 8.007 14.056
C 15.067 13.361 18.871
H 11.880 15.193 16.621
H 16.026 13.866 18.752
F 23.465 11.010 13.713
C 26.041 14.530 13.407
F 13.014 13.316 14.103
C 11.616 16.059 19.097
C 9.657 9.397 17.097
H 21.084 15.544 17.660
H 14.336 9.382 8.563
H 22.181 13.270 15.064
H 16.359 13.173 14.777
C 17.657 9.979 14.275
H 11.355 18.537 18.364
H 26.545 15.491 13.514
C 14.412 9.933 9.500
H 24.679 13.133 15.264
H 11.849 9.034 8.839
C 13.810 17.250 18.579
H 14.915 15.069 16.950
H 11.890 12.052 8.738
F 16.817 10.369 18.058
H 13.614 10.810 11.794
H 13.090 16.262 16.060
H 13.592 11.645 22.854
H 24.380 14.178 17.091
C 18.780 12.082 14.543
H 13.263 19.335 19.080
H 10.641 15.776 18.699
H 12.177 15.204 19.475
C 13.626 18.404 19.516
C 23.413 16.342 16.108
H 16.120 11.679 12.312
H 15.191 10.685 9.375
H 12.731 10.949 7.618
H 25.990 14.321 12.338
H 15.052 13.015 19.904
H 8.897 10.769 10.064
H 14.566 18.714 19.972
C 12.820 15.655 16.924
H 24.025 12.978 13.568
F 14.465 14.851 13.693
C 13.949 14.655 17.240
B 18.019 7.226 16.945
H 23.636 18.134 15.000
C 11.266 10.393 19.582
H 14.479 10.270 22.838
C 14.024 10.959 22.126
H 12.886 18.224 20.296
H 22.832 12.077 16.791
H 18.924 11.733 15.565
H 18.354 9.713 13.481
F 14.376 7.311 12.995
H 10.585 10.018 11.537
F 12.758 8.846 13.159
H 18.176 9.673 15.184
H 13.884 12.214 10.762
C 12.201 11.105 20.543
C 23.337 14.158 17.408
H 12.201 11.848 11.369
H 13.410 8.253 17.869
F 13.134 14.204 11.995
N 22.715 14.946 16.258
H 9.093 8.545 16.716
B 13.260 14.436 13.367
H 20.787 15.931 16.037
C 11.615 17.917 17.506
H 14.261 16.499 19.227
C 10.524 9.834 10.464
H 11.476 16.743 19.934
C 11.938 9.474 9.833
O 13.076 10.239 21.285
H 26.692 13.777 13.850
C 17.164 11.902 12.529
F 18.369 6.445 18.028
F 17.805 15.287 14.407
H 24.455 16.068 15.946
C 12.469 10.866 17.350
H 15.829 9.112 15.070
F 18.277 14.984 12.223
C 12.841 11.576 8.503
F 21.706 10.952 12.332
H 10.671 8.059 18.392
H 11.672 11.549 21.386
H 18.700 13.169 14.550
O 14.011 14.228 18.588
F 18.025 6.602 15.708
H 15.378 11.763 14.462
H 9.857 8.975 10.547
N 12.018 9.766 18.328
H 12.629 9.930 15.380
H 11.520 8.259 16.794
F 23.304 9.288 12.370
H 14.889 11.347 21.588
H 9.920 10.082 16.291
H 13.544 12.409 8.497
F 21.786 9.524 13.976
F 18.834 8.290 17.038
H 14.674 9.229 10.290
C 16.332 12.088 14.876
C 24.135 13.611 14.449
B 22.562 10.160 13.099
C 13.118 8.842 18.738
C 16.440 9.049 14.170
H 17.843 11.300 11.925
B 13.094 7.569 13.430
C 22.854 12.725 17.667
N 12.426 16.748 17.997
*
```



Entry from the OMol25 dataset: a cluster of 3 separate species, H6O3 in total (ωB97M-V with the def2-TZVPD basis set).

Values from the calculation:
E: -229.31477 hartree
SMILES string: O.O.O
E_HOMO: -10.755 eV
ΔE to the lowest compared entry with this formula, charge and spin: 6.47 kcal/mol

ORCA input file:
```
! RIJCOSX wB97M-V def2-TZVPD def2/J DEFGRID3
* xyz 0 1
H 0.893 1.672 0.368
O 1.651 2.242 0.166
H -0.110 -0.455 0.278
H 2.116 2.333 1.004
H -0.438 -2.392 -1.734
H -1.191 -0.109 1.305
O -0.822 -1.976 -0.953
O -0.449 0.274 0.828
H -1.650 -1.588 -1.262
*
```



Entry from the OMol25 dataset: a cluster of 2 separate species, C10H12F2O in total in a non-equilibrium geometry (ωB97M-V with the def2-TZVPD basis set).

Values from the calculation:
E: -662.90779 hartree
E_HOMO (spin up / spin down): -7.720 / -8.894 eV
ΔE to the lowest compared entry with this formula, charge and spin: 134.29 kcal/mol

ORCA input file:
```
! RIJCOSX wB97M-V def2-TZVPD def2/J DEFGRID3
* xyz 0 1
H -1.032 -4.079 -1.847
H -1.601 -3.248 -0.300
C 0.762 2.825 -0.021
C -2.072 0.847 0.836
H 3.388 -0.685 1.780
H 1.538 3.331 0.412
H 2.281 -2.104 -0.686
H -3.423 1.980 1.997
C -0.992 -3.179 -1.202
C -0.093 -2.265 -1.650
C -2.484 1.983 1.349
O -0.089 -0.301 0.034
H 0.676 2.930 -1.014
H -2.453 -0.104 0.750
C 0.303 -0.967 -1.119
F -1.214 1.365 -1.184
H 1.779 -0.316 1.115
C 2.900 -1.917 0.240
C 2.616 -1.019 1.091
H 0.513 -2.415 -2.540
C -0.807 0.952 0.080
C 0.151 1.903 0.679
H -1.861 2.836 1.430
F 0.873 -0.083 -2.030
H 0.341 1.732 1.802
*
```



Question: Which formula does entry 2 have?
Answer: C34H88B6F24N5O5



Question: The lowest E belongs to which entry?
Answer: C34H88B6F24N5O5



Question: Which value of E does entry 2 give?
Answer: -4545.23524 hartree